DFT (ωB97M-V with the def2-TZVPD basis set) results for a structure of composition C29H45FHfP2.

The value obtained for the lowest unoccupied orbital energy is -0.3133 Eh. The calculation puts the strongest force on any atom at 7.46 eV Å⁻¹. The HOMO-LUMO gap comes out at 4.7 eV. As for the molecular weight: 653.12 g/mol. Its energy above the lowest of the compared OMol25 structures with the same formula, charge and spin is 0.0 kcal/mol.

ORCA input file:
```
! wB97M-V def2-TZVPD RIJCOSX def2/J DEFGRID3
* xyz 2 1
Hf 0.218 -0.198 -0.286
P 4.582 0.576 -4.365
P 2.897 -0.479 -6.646
F 0.364 -6.372 1.299
C 0.259 -2.339 0.389
C 0.930 -4.141 1.877
C 2.158 -1.461 -2.297
C -0.396 -3.260 -0.439
C 6.143 -0.175 -3.707
C 2.283 2.055 -0.944
C 0.304 -5.036 1.013
C -0.239 2.382 2.401
C -1.283 3.019 -0.507
C -2.095 0.559 -0.302
C -0.364 -4.630 -0.141
C -1.344 0.112 1.848
C -0.814 1.380 1.462
C -1.257 -0.507 3.199
C 0.886 -2.774 1.560
C -1.271 1.668 0.126
C 0.633 0.636 -2.383
C 2.496 -0.322 0.040
C 2.097 1.027 0.159
C 3.182 -1.999 -7.669
C 3.131 -0.937 -1.195
C 4.613 -0.420 -5.938
C 0.815 -0.768 -2.404
C 5.394 2.065 -5.119
C 1.772 1.640 -2.354
C -2.145 -0.383 0.779
C -3.019 0.567 -1.473
C 3.223 0.650 -8.086
C -3.074 -1.544 0.876
H 1.438 -4.486 2.778
H 6.936 -0.125 -4.467
H 5.619 2.781 -4.318
H 0.029 -1.388 -2.844
H -3.456 -1.845 -0.106
H -3.187 -0.446 -1.860
H 0.382 1.907 3.172
H 5.303 0.047 -6.667
H 1.976 -2.532 -2.102
H 3.324 -2.864 -7.015
H 4.064 -1.879 -8.317
H -0.850 -5.352 -0.795
H -2.231 3.532 -0.269
H 2.294 -2.163 -8.291
H 4.730 2.547 -5.847
H -4.001 0.975 -1.182
H -0.955 -2.918 -1.316
H 3.342 1.688 -7.759
H 2.356 0.590 -8.757
H 6.332 1.776 -5.614
H -2.586 -2.419 1.325
H 3.868 -0.254 -1.652
H 2.681 -1.442 -3.271
H 2.656 -0.901 0.958
H 1.350 -2.057 2.240
H 6.456 0.373 -2.809
H -0.937 -1.556 3.137
H 2.627 1.298 -2.968
H 4.119 0.330 -8.638
H 3.346 2.345 -1.025
H 1.762 2.981 -0.644
H 0.373 3.127 1.878
H 3.713 -1.812 -0.851
H -1.206 2.967 -1.600
H -2.632 1.183 -2.292
H 5.960 -1.223 -3.440
H -0.467 3.654 -0.141
H -3.943 -1.290 1.507
H 2.041 1.450 1.176
H -1.045 2.927 2.923
H 1.417 2.560 -2.855
H -0.301 1.027 -2.804
H -2.238 -0.489 3.702
H -0.542 0.021 3.839
H 4.953 -1.447 -5.725
*
```

Löwdin charges, unit e, in atom order: number 1, Hf, carries 1.6909; number 2, P, carries 0.8082; number 3, P, carries 0.7669; number 4, F, carries 0.0777; number 5, C, carries -0.2702; number 6, C, carries 0.0278; number 7, C, carries -0.1433; number 8, C, carries -0.1244; number 9, C, carries -0.3100; number 10, C, carries -0.1308; number 11, C, carries -0.2229; number 12, C, carries -0.0190; number 13, C, carries -0.0134; number 14, C, carries -0.3113; number 15, C, carries 0.0248; number 16, C, carries -0.2452; number 17, C, carries -0.2774; number 18, C, carries 0.0016; number 19, C, carries -0.1228; number 20, C, carries -0.3286; number 21, C, carries -0.1601; number 22, C, carries -0.1552; number 23, C, carries -0.1856; number 24, C, carries -0.3285; number 25, C, carries -0.1281; number 26, C, carries -0.6113; number 27, C, carries -0.1791; number 28, C, carries -0.2897; number 29, C, carries -0.1569; number 30, C, carries -0.2626; number 31, C, carries -0.0132; number 32, C, carries -0.3189; number 33, C, carries -0.0030; number 34, H, carries 0.1360; number 35, H, carries 0.0528; number 36, H, carries 0.0371; number 37, H, carries 0.1417; number 38, H, carries 0.0871; number 39, H, carries 0.0871; number 40, H, carries 0.0883; number 41, H, carries 0.0563; number 42, H, carries 0.1239; number 43, H, carries 0.0298; number 44, H, carries 0.0496; number 45, H, carries 0.1349; number 46, H, carries 0.1178; number 47, H, carries 0.0390; number 48, H, carries 0.0337; number 49, H, carries 0.1194; number 50, H, carries 0.1026; number 51, H, carries 0.0240; number 52, H, carries 0.0413; number 53, H, carries 0.0501; number 54, H, carries 0.0907; number 55, H, carries 0.0961; number 56, H, carries 0.1130; number 57, H, carries 0.1241; number 58, H, carries 0.1013; number 59, H, carries 0.0363; number 60, H, carries 0.0800; number 61, H, carries 0.0213; number 62, H, carries 0.0469; number 63, H, carries 0.1491; number 64, H, carries 0.1135; number 65, H, carries 0.0823; number 66, H, carries 0.1441; number 67, H, carries 0.0810; number 68, H, carries 0.0795; number 69, H, carries 0.0338; number 70, H, carries 0.0793; number 71, H, carries 0.1177; number 72, H, carries 0.1303; number 73, H, carries 0.1213; number 74, H, carries 0.1398; number 75, H, carries 0.1266; number 76, H, carries 0.1167; number 77, H, carries 0.0871; number 78, H, carries 0.0492